C10H14O3S2 | ωB97M-V/def2-TZVPD

Its total energy is -1411.1973 hartree. The energy relative to the best compared isomer or geometry (same formula, charge and spin) comes out at 677.9 kJ/mol. The spin multiplicity is 1. The calculation puts the largest force on an atom at 0.064 Eh/bohr.

Last column: Löwdin charge in e.
CARTESIAN COORDINATES (ANGSTROEM)
C -3.1360 -0.0803 1.0119  -0.036
C -1.9726 0.1261 0.7012  -0.032
C 3.3165 1.1575 0.2147  -0.524
C 1.4058 -0.9199 0.4140  -0.303
C -4.4336 -1.8389 -0.1144  -0.131
C 2.4706 1.3732 -2.1005  -0.084
C -4.4814 -0.5904 0.7277  -0.304
C -0.5761 0.6803 0.7099  -0.149
C 2.9226 2.1304 -0.8210  -0.230
C 0.2493 -0.6105 1.2398  -0.245
O 3.9234 1.5642 1.3551  -0.171
O 0.5757 -3.0746 -0.8355  -0.582
O 4.3925 -1.0914 0.8356  -0.472
S 4.7423 0.2411 0.3996  1.058
S 1.7265 -2.1345 -0.6704  0.873
H -4.2921 -1.6192 -1.1831  0.077
H -5.3976 -2.4090 -0.1012  0.080
H -3.6129 -2.4783 0.2726  0.085
H 3.2682 1.3862 -2.8037  0.061
H 1.5111 1.9406 -2.3899  0.106
H 2.1461 0.3681 -1.8549  0.016
H -5.0557 0.2512 0.2307  0.121
H -5.1582 -0.7857 1.6443  0.126
H -0.2219 1.0475 -0.2590  0.093
H -0.4369 1.5554 1.3909  0.119
H 2.1976 2.8475 -0.4729  0.110
H 3.8017 2.6952 -1.1390  0.117
H -0.4301 -1.4342 1.3305  0.093
H 0.5554 -0.2974 2.2670  0.128